(1)
Density functional theory data (ωB97M-V/def2-TZVPD) for a molecular structure, C10H10F5O2PRuS3.

Computed properties:
Total charge   +1
LUMO level (alpha / beta)   -5.015 / -6.513 eV
HOMO energy (alpha / beta)   -11.89 / -12.24 eV
Largest force on an atom   0.2 eV Å⁻¹
Orbital gap (alpha / beta)   6.9 / 5.7 eV
Energy relative to the best compared isomer or geometry (same formula, charge and spin)   47.9 kcal/mol
Spin multiplicity   6
Molecular weight   485.423 g/mol
Calculated total energy   -72582.171 eV

Each line ends with the Löwdin charge.
Geometry (Å):
Ru  0.849  -0.825  0.913  0.4500
C  -2.948  1.873  -2.265  -0.0668
C  -1.565  1.608  -2.793  -0.2473
O  -1.360  0.157  -2.929  -0.3149
P  -0.395  -0.646  -1.966  0.3895
S  2.162  -1.190  -0.833  0.1499
S  -1.186  -0.739  -0.046  0.3280
O  -0.461  -2.109  -2.510  -0.3620
C  -0.088  -2.463  -3.893  -0.2306
C  -1.299  -3.011  -4.597  -0.0586
H  -3.114  2.951  -2.245  0.0929
H  -3.077  1.491  -1.252  0.0643
H  -3.700  1.421  -2.909  0.0906
H  -0.781  2.014  -2.151  0.1105
H  -1.426  1.997  -3.798  0.1256
H  0.706  -3.199  -3.790  0.1247
H  0.314  -1.577  -4.387  0.1155
H  -1.692  -3.880  -4.072  0.0895
H  -1.008  -3.319  -5.602  0.0927
H  -2.083  -2.260  -4.680  0.0825
F  3.451  2.673  6.086  0.1722
C  2.680  1.858  5.394  -0.1169
C  2.963  1.612  4.055  -0.1379
F  4.002  2.180  3.467  0.1589
C  2.128  0.763  3.366  -0.2033
F  2.405  0.515  2.046  -0.0385
C  1.033  0.133  3.934  -0.4920
S  0.048  -1.002  3.031  0.7007
C  0.777  0.397  5.276  -0.2309
F  -0.255  -0.175  5.875  0.1239
C  1.589  1.254  6.002  -0.1266
F  1.331  1.496  7.274  0.1646

---

(2)
Density functional theory data (ωB97M-V/def2-TZVPD) for 4 unconnected molecules or ions with the total composition C46H32NO7PS at a distorted geometry.

Computed properties:
LUMO level   -1.254 eV
HOMO energy   -8.86 eV
Largest force on an atom   2.8 eV Å⁻¹
Orbital gap   7.6 eV
Structure (SMILES)   O=C1c2ccccc2C(=O)c2ccccc21.O=C1c2ccccc2C(=O)c2ccccc21.O=C1c2ccccc2C(=O)c2ccccc21.O=C1NCC[C@H]1[PH2]=S
Spin multiplicity   1
Molecular weight   773.803 g/mol
Calculated total energy   -84168.378 eV

Each line ends with the Löwdin charge.
Geometry (Å):
O  2.021  1.533  4.534  0.1045
C  1.225  0.733  4.983  -0.2789
C  0.428  1.052  6.201  -0.0844
C  0.586  2.289  6.815  -0.0007
C  -0.176  2.611  7.925  -0.0548
C  -1.100  1.700  8.427  -0.0542
C  -1.250  0.460  7.829  0.0001
C  -0.484  0.129  6.719  -0.0917
C  -0.642  -1.213  6.096  -0.3042
O  -1.394  -2.034  6.576  0.1141
C  0.139  -1.525  4.867  -0.1084
C  -0.024  -2.761  4.251  -0.0080
C  0.672  -3.050  3.088  -0.0446
C  1.532  -2.105  2.537  -0.0482
C  1.707  -0.879  3.155  0.0012
C  1.017  -0.585  4.324  -0.0883
H  1.302  2.998  6.422  0.1208
H  -0.054  3.576  8.400  0.1081
H  -1.703  1.959  9.288  0.1085
H  -1.965  -0.250  8.222  0.1229
H  -0.697  -3.492  4.678  0.1271
H  0.541  -4.010  2.607  0.1132
H  2.068  -2.328  1.625  0.0856
H  2.379  -0.147  2.729  0.1039
O  4.077  4.057  -8.542  0.1093
C  3.260  3.282  -8.092  -0.2762
C  2.050  2.908  -8.875  -0.0825
C  1.871  3.440  -10.146  -0.0010
C  0.770  3.072  -10.901  -0.0555
C  -0.157  2.169  -10.390  -0.0558
C  0.008  1.648  -9.118  -0.0015
C  1.107  2.020  -8.353  -0.0834
C  1.262  1.466  -6.981  -0.2763
O  0.417  0.736  -6.505  0.1066
C  2.483  1.824  -6.205  -0.0798
C  2.663  1.288  -4.936  0.0123
C  3.807  1.584  -4.213  -0.0672
C  4.778  2.420  -4.761  -0.0390
C  4.597  2.967  -6.020  0.0038
C  3.448  2.676  -6.745  -0.0797
H  2.594  4.138  -10.545  0.1210
H  0.634  3.484  -11.892  0.1078
H  -1.010  1.873  -10.986  0.1078
H  -0.715  0.950  -8.718  0.1207
H  1.907  0.636  -4.516  0.1196
H  3.947  1.155  -3.202  0.0176
H  5.678  2.645  -4.201  0.1094
H  5.350  3.618  -6.443  0.1224
O  -7.717  -0.753  3.765  0.1071
C  -6.813  -1.369  3.239  -0.2764
C  -7.096  -2.541  2.366  -0.0821
C  -8.413  -2.917  2.136  -0.0017
C  -8.692  -3.982  1.296  -0.0567
C  -7.656  -4.676  0.680  -0.0569
C  -6.340  -4.316  0.918  -0.0022
C  -6.054  -3.252  1.765  -0.0827
C  -4.635  -2.888  2.026  -0.2752
O  -3.728  -3.539  1.548  0.1041
C  -4.353  -1.704  2.882  -0.0752
C  -3.036  -1.327  3.108  0.0119
C  -2.759  -0.210  3.876  -0.0476
C  -3.796  0.538  4.423  -0.0409
C  -5.111  0.160  4.212  0.0037
C  -5.395  -0.964  3.446  -0.0794
H  -9.219  -2.374  2.612  0.1206
H  -9.719  -4.271  1.115  0.1074
H  -7.876  -5.500  0.014  0.1073
H  -5.534  -4.858  0.443  0.1202
H  -2.228  -1.906  2.680  0.1124
H  -1.733  0.084  4.047  0.0956
H  -3.575  1.417  5.016  0.1102
H  -5.918  0.739  4.639  0.1211
O  5.446  -2.546  -0.910  0.1335
C  4.919  -1.487  -0.812  -0.5125
N  3.976  -1.053  0.183  0.0383
C  3.599  0.371  -0.008  -0.2017
C  3.780  0.556  -1.536  -0.2094
C  5.126  -0.221  -1.701  -0.3580
P  6.537  0.611  -0.788  0.3692
S  8.229  -0.139  -1.379  0.1259
H  3.125  -1.523  -0.134  0.1198
H  2.583  0.449  0.391  0.1132
H  4.164  1.108  0.571  0.1014
H  2.931  0.108  -2.064  0.1277
H  3.905  1.576  -1.877  0.0859
H  5.389  -0.407  -2.744  0.1198
H  6.421  2.000  -1.021  -0.0087
H  6.313  0.286  0.567  0.0072

---

(3)
Density functional theory data (ωB97M-V/def2-TZVPD) for a gas-phase ion, C5H15N2 (charge +1) at a distorted geometry.

Computed properties:
Total charge   +1
LUMO level   -3.029 eV
HOMO energy   -14.11 eV
Largest force on an atom   6.7 eV Å⁻¹
Orbital gap   11.1 eV
Energy relative to the best compared isomer or geometry (same formula, charge and spin)   55.2 kcal/mol
Structure (SMILES)   C[NH+](C)C(C)(C)N
Spin multiplicity   1
Molecular weight   103.189 g/mol
Calculated total energy   -8400.284 eV

Each line ends with the Löwdin charge.
Geometry (Å):
C  -1.694  -1.354  -0.163  -0.0761
N  -0.843  -0.239  -0.344  -0.1991
C  -1.395  1.062  0.002  -0.0398
C  0.893  -0.102  -0.024  -0.4381
C  1.574  0.844  -1.042  0.0039
C  0.977  0.520  1.401  -0.0083
N  1.370  -1.394  -0.129  0.1196
H  -2.009  -1.426  0.886  0.1009
H  -2.623  -1.029  -0.810  0.1469
H  -1.452  -2.415  -0.599  0.1438
H  -0.766  -0.359  -1.410  0.1816
H  -1.953  0.776  0.863  0.0955
H  -0.712  1.857  0.120  0.0726
H  -2.123  1.477  -0.805  0.1489
H  2.454  0.346  -1.453  0.0995
H  0.926  1.123  -1.848  0.0798
H  1.928  1.805  -0.733  0.0893
H  0.522  -0.135  2.054  0.0676
H  2.018  0.618  1.507  0.0862
H  0.744  1.562  1.614  0.0990
H  1.138  -2.057  0.589  0.1143
H  1.650  -1.711  -1.039  0.1120

---

(4)
Density functional theory data (ωB97M-V/def2-TZVPD) for a molecular structure, C2H3NOS3 at a distorted geometry.

Computed properties:
LUMO level   -2.359 eV
HOMO energy   -9.08 eV
Largest force on an atom   6.4 eV Å⁻¹
Orbital gap   6.7 eV
Energy relative to the best compared isomer or geometry (same formula, charge and spin)   210.2 kcal/mol
Spin multiplicity   1
Molecular weight   153.253 g/mol
Calculated total energy   -38156.289 eV

Each line ends with the Löwdin charge.
Geometry (Å):
C  -0.565  0.226  -0.571  -1.0634
C  -0.156  1.232  0.548  -1.0591
H  2.830  -1.049  -1.012  0.3503
H  -0.170  -1.616  -1.423  0.2131
H  -1.589  -0.452  2.204  -0.1054
N  0.454  -0.511  -1.120  -0.1027
O  1.451  -1.087  0.159  -0.2771
S  -2.050  -0.121  -1.115  0.7156
S  -0.896  0.760  2.240  0.6742
S  0.691  2.617  0.089  0.6545

---

(5)
Density functional theory data (ωB97M-V/def2-TZVPD) for 14 unconnected molecules or ions with the total composition C5H39N3O13 at a distorted geometry.

Computed properties:
LUMO level   -0.271 eV
HOMO energy   -7.54 eV
Largest force on an atom   3.9 eV Å⁻¹
Orbital gap   7.3 eV
Energy relative to the best compared isomer or geometry (same formula, charge and spin)   60.5 kcal/mol
Spin multiplicity   1
Molecular weight   349.375 g/mol
Calculated total energy   -36904.381 eV

Each line ends with the Löwdin charge.
Geometry (Å):
C  2.521  2.969  0.737  -0.0481
C  2.143  1.510  0.452  -0.4217
C  1.497  1.480  -0.990  -0.1459
C  0.896  0.157  -1.217  -0.3594
C  1.143  -0.562  -2.360  -0.1407
N  0.685  -1.900  -2.422  0.0150
N  -0.223  -0.187  -0.435  0.1105
N  3.308  0.635  0.544  0.0394
H  2.577  3.155  1.781  0.0389
H  1.780  3.557  0.246  0.0619
H  3.601  3.053  0.493  0.0962
H  1.340  1.071  1.130  0.1260
H  2.165  1.788  -1.818  0.1319
H  0.682  2.186  -1.070  0.0802
H  1.811  -0.272  -3.191  0.1022
H  -0.323  -2.036  -2.566  0.0505
H  1.145  -2.304  -3.221  0.0444
H  -0.088  -0.354  0.558  0.0686
H  -0.887  -0.815  -0.825  0.0517
H  3.926  0.834  -0.225  0.0793
H  3.140  -0.365  0.506  0.0474
H  -0.671  5.533  -1.643  0.0507
H  -1.793  4.523  -1.837  -0.0388
O  -1.564  5.415  -2.013  -0.0380
H  1.551  -0.711  2.880  0.0230
H  0.820  -0.558  4.202  0.0598
O  0.763  -0.322  3.271  -0.0450
H  2.056  -0.920  -5.408  0.0324
H  0.897  -1.953  -5.382  0.0489
O  1.852  -1.852  -5.591  -0.0763
H  -2.849  -2.367  3.211  0.0200
H  -4.196  -2.736  2.507  0.0607
O  -3.624  -2.010  2.765  -0.0365
H  3.108  0.881  2.666  0.0286
H  3.806  1.582  3.828  0.0408
O  2.952  1.574  3.383  -0.0947
H  -3.252  3.417  -1.575  0.0227
H  -2.327  2.181  -1.752  0.0524
O  -3.238  2.540  -1.956  -0.0735
H  -1.804  -3.508  -1.153  0.0312
H  -2.521  -2.163  -0.924  -0.0123
O  -1.863  -2.648  -1.561  -0.1212
H  -1.665  2.434  0.918  0.1050
H  -1.159  1.598  -0.121  -0.0060
O  -1.409  2.533  -0.055  -0.0931
H  3.136  -2.762  -0.929  0.0730
H  1.921  -3.094  -0.202  0.0202
O  2.461  -2.321  -0.365  -0.0863
H  0.932  -2.579  2.554  0.0185
H  0.512  -1.921  1.145  0.0140
O  0.838  -2.696  1.606  -0.0501
H  -4.330  -1.164  -0.047  0.0815
H  -3.348  -1.813  0.957  0.0366
O  -3.428  -1.521  0.021  -0.0416
H  -3.948  0.735  0.710  0.0223
H  -4.389  1.621  -0.510  -0.0048
O  -4.706  1.159  0.268  -0.0636
H  -0.535  -2.543  3.699  0.0175
H  -0.835  -3.772  2.726  0.0471
O  -0.992  -3.391  3.603  -0.0534

---

(6)
Density functional theory data (ωB97M-V/def2-TZVPD) for a single C8H12N2O2 molecule at a distorted geometry.

Computed properties:
LUMO level   0.674 eV
HOMO energy   -10.35 eV
Largest force on an atom   5.3 eV Å⁻¹
Orbital gap   11.0 eV
Energy relative to the best compared isomer or geometry (same formula, charge and spin)   98.4 kcal/mol
Structure (SMILES)   O=C=NCCCCCCN=C=O
Spin multiplicity   1
Molecular weight   168.196 g/mol
Calculated total energy   -15562.641 eV

Each line ends with the Löwdin charge.
Geometry (Å):
O  3.187  3.249  0.171  0.2340
C  3.037  2.140  0.218  -0.4021
N  2.763  0.998  0.355  0.1019
C  1.820  0.605  -0.704  -0.2109
C  1.832  -0.970  -0.463  -0.2113
C  1.146  -1.447  0.831  -0.1893
C  -0.230  -0.618  0.959  -0.1425
C  -1.281  -0.810  -0.296  -0.1864
C  -2.566  -0.142  -0.370  -0.2630
N  -2.589  1.324  -0.544  0.1094
C  -3.514  1.800  0.145  -0.2937
O  -4.584  2.124  0.532  0.1566
H  2.301  0.624  -1.647  0.0885
H  0.715  1.169  -0.739  0.1725
H  1.319  -1.213  -1.473  0.1134
H  2.871  -1.405  -0.529  0.1217
H  1.044  -2.442  0.746  0.0544
H  1.699  -1.249  1.709  0.0896
H  0.259  0.471  0.994  0.1084
H  -0.722  -0.839  1.941  0.1034
H  -1.642  -1.798  -0.043  0.1093
H  -0.696  -0.676  -1.254  0.1137
H  -3.145  -0.532  -1.129  0.1017
H  -3.024  -0.365  0.588  0.1205